(1)
{"formula": "C3H3OP", "method": "the ωB97M-V functional and the def2-TZVPD basis", "species": ["H", "C", "O", "H", "C", "C", "P", "H"], "coordinates": [[-0.48611, 0.15614, -1.17143], [-0.46574, -0.41423, -0.32962], [2.35247, 1.45051, -0.13521], [1.08913, -1.09411, 1.15503], [0.76389, -0.39634, 0.38156], [1.57843, 0.59320, 0.02969], [-3.48985, 0.44632, 0.00472], [-1.34222, -0.74149, 0.06525]], "e_tot_ev": -14488.346, "orbital_gap_ev": [5.0, 5.0], "homo_energy_ev": [-6.7277, -6.7222], "lumo_ev": [-1.7, -1.7]}



(2)
{"formula": "C44H65BF10N7O9P2S2", "method": "the ωB97M-V functional and the def2-TZVPD basis", "species": ["H", "F", "H", "C", "C", "H", "H", "H", "C", "H", "H", "H", "F", "H", "H", "C", "H", "C", "B", "O", "H", "F", "O", "O", "H", "H", "H", "O", "F", "C", "H", "O", "C", "C", "H", "H", "C", "H", "C", "C", "C", "P", "H", "H", "C", "C", "C", "H", "H", "O", "H", "S", "O", "H", "O", "C", "H", "C", "H", "C", "H", "C", "H", "H", "H", "C", "P", "H", "H", "C", "N", "S", "F", "C", "C", "F", "F", "C", "C", "H", "O", "H", "C", "N", "H", "H", "N", "F", "H", "H", "H", "F", "C", "N", "H", "N", "C", "C", "H", "C", "H", "C", "C", "H", "H", "C", "C", "F", "H", "N", "C", "H", "H", "H", "H", "H", "H", "C", "C", "H", "H", "C", "C", "H", "H", "H", "H", "H", "C", "C", "H", "H", "H", "H", "H", "C", "C", "C", "H", "N"], "coordinates": [[4.33187, 1.45219, 3.16410], [0.68788, -0.89865, 4.56722], [-0.51871, -9.82721, 0.59300], [3.84195, 2.08995, 1.10525], [-0.86441, -9.79156, 1.62635], [-5.27476, -0.43488, -5.79832], [-2.51673, 3.57633, 1.45555], [-4.61510, 6.87253, -7.50675], [-0.19509, 2.03021, 1.20247], [5.36784, 1.91029, -2.45551], [5.19075, -2.02598, 3.31535], [0.30808, 1.07678, 1.02021], [-1.21978, -0.98411, 5.53186], [-1.48158, 4.38004, 0.26773], [-0.77462, -7.30776, 4.07344], [-6.63752, 5.27931, -6.59424], [3.18701, 3.28947, -1.06320], [-1.49461, -3.17964, 2.78339], [0.19704, -0.81472, -4.84999], [2.06551, -4.68349, 1.44168], [-4.10829, -2.13740, 8.96726], [-2.26644, -1.09433, 3.37194], [7.32384, 1.76404, 3.20333], [1.81346, -2.93824, 3.02778], [-4.34869, -2.14934, 5.91393], [3.02545, 1.36709, 1.05042], [5.35141, 4.01347, 3.00257], [4.30744, -1.64390, 3.36689], [-2.15868, -3.76848, 3.79790], [6.40867, 2.45016, 3.55170], [-1.00737, -7.64671, 1.65579], [-2.14557, -0.13293, -2.21554], [4.28242, 2.34938, 2.54499], [-5.84693, -0.19298, 8.17951], [2.24822, 3.30418, -4.51896], [1.82074, -1.90368, -4.67661], [2.51123, -1.65533, 0.14214], [-1.94176, -9.96377, 1.62692], [-5.31009, 1.71309, -5.77991], [0.13136, -1.47232, -1.39747], [-0.35949, -4.17301, 2.33467], [-1.56642, -1.48450, -2.21428], [-2.95932, 3.58392, -0.25276], [-1.42903, -2.10805, -3.46812], [-4.59159, 0.38947, -6.01017], [3.04127, 3.73323, -2.03827], [-4.66283, -2.35256, 8.05249], [-6.20407, 1.77556, -6.39672], [-0.55121, 2.02983, 2.23411], [3.99450, 3.31492, -3.01649], [-4.67843, 2.56160, -6.04171], [1.31053, -3.53264, 1.83387], [-0.34251, -0.56229, -6.06939], [5.15699, -0.40012, 0.09980], [0.08887, 0.13777, -3.79559], [3.72566, -1.94792, 0.99944], [0.69371, 1.85829, -5.21925], [1.14755, 0.13151, -2.93395], [2.03779, 3.48813, -2.40848], [3.52292, 0.16113, -1.33760], [-3.60539, 0.27818, -4.07668], [4.41658, 1.95359, -2.97013], [4.54511, -2.08587, 0.29337], [-3.76998, 5.58574, -4.85836], [-0.51457, -9.02560, 4.34234], [-1.36521, 2.20906, 0.22467], [2.02832, 1.95687, -4.81608], [5.61932, 0.35446, -1.34533], [-6.59504, -1.97687, 8.96260], [-6.02217, -1.64564, 8.09651], [-5.71026, 0.94089, 8.24373], [3.16252, 1.22912, -6.23804], [-0.75069, -3.06191, -0.03313], [3.36919, 0.97675, -2.47394], [0.78976, 3.10221, 1.05224], [-0.38734, -1.08987, 2.34642], [-0.89628, -5.01668, 1.44419], [-2.12185, 3.51374, 0.43998], [3.11924, 5.25819, -1.91527], [0.14558, 0.13734, -6.52747], [0.86369, -1.99966, -4.59304], [4.92727, -0.34130, 1.95142], [-0.42087, -1.63555, 4.70129], [0.29549, -11.70804, 2.96290], [-5.61206, 1.81965, -4.73534], [-0.99415, 2.17322, -0.80296], [-1.65139, 2.14785, -5.64005], [-0.06571, -4.92774, 3.38914], [-2.39195, -2.32321, -1.45150], [-6.23374, 6.47580, -4.93265], [-4.36807, 7.74368, -6.00319], [-0.08628, -2.79635, 5.24656], [-1.01003, -8.30224, 3.69402], [1.57982, 3.92166, 0.93239], [3.58373, 5.55825, -0.98090], [-7.02647, 4.30445, -7.04985], [-1.09950, -1.76626, 3.28279], [6.10787, 2.58170, 5.03322], [-6.60222, -1.87553, 7.20148], [4.82942, 0.34818, -0.59416], [0.54087, -8.26181, 2.21599], [4.05940, -0.96526, 2.14682], [-0.21573, -10.87367, 2.37107], [3.37981, 3.02927, 0.78016], [3.50361, 2.97100, 2.99497], [1.22982, -0.67008, -1.77835], [-6.14140, 6.53269, -6.01834], [-2.42082, -3.02350, 1.82099], [5.09109, 2.91425, 5.23291], [0.29154, -2.25833, -0.36506], [-2.37136, 1.28700, -5.41360], [-6.77677, 7.34658, -6.36792], [-4.82758, -3.43099, 8.02535], [-2.08825, -8.44883, 3.78305], [5.90388, 1.61840, 0.70853], [3.19065, -0.34359, 2.34856], [2.14354, 5.72230, -2.02313], [-0.53737, -8.43142, 2.25263], [2.20670, 0.93869, -3.27705], [-3.97959, 4.72892, -6.39160], [-2.05333, 1.36939, 0.34452], [4.98358, 1.72611, 0.13166], [2.44319, -0.70860, -0.98023], [3.69150, -2.92557, 1.46423], [-2.86833, -0.73388, -5.32493], [-2.88086, -2.48423, 6.83957], [-4.31296, 0.31051, -7.06259], [5.16620, 2.53725, -0.56304], [-4.68344, 6.78622, -6.42105], [-3.82405, -1.93809, 6.84923], [6.24168, 1.60175, 5.48553], [4.62119, 1.66850, -4.00638], [-2.70801, 5.92843, -6.22631], [6.85015, 3.23004, 5.49492], [-3.58583, -0.87415, 6.87570], [-3.34237, 0.23070, -5.13274], [-3.73407, 5.69265, -5.94486], [1.38247, -2.39094, 0.42828], [3.73603, 5.61624, -2.73942], [5.56320, 3.10844, 2.59293]], "charge": 1, "e_tot_ev": -143629.383, "orbital_gap_ev": 6.1, "homo_energy_ev": -11.4295, "lumo_ev": -5.3}



(3)
{"formula": "C9H25N11O5", "method": "the ωB97M-V functional and the def2-TZVPD basis", "species": ["H", "H", "N", "H", "H", "O", "N", "N", "N", "C", "O", "H", "H", "N", "H", "O", "H", "C", "H", "N", "H", "C", "C", "H", "C", "O", "H", "H", "C", "H", "N", "H", "H", "H", "O", "C", "H", "H", "N", "N", "H", "H", "N", "N", "C", "H", "H", "C", "H", "H"], "coordinates": [[1.15050, 1.73286, -2.84081], [-3.55950, -3.53491, -0.48091], [-2.80705, -4.13897, -0.18254], [1.07221, 1.66202, 3.71349], [1.44562, -1.93637, 0.22797], [3.21716, 0.90519, -3.52436], [-2.02724, 1.16125, -2.49063], [-1.83024, 0.85839, -4.55791], [2.83433, 0.76533, 2.92821], [4.41485, 2.08427, 3.67397], [0.38231, 0.07243, 1.16934], [-2.32068, 0.94129, -1.54957], [-2.99417, -4.89214, 0.46385], [-3.40209, 3.05950, 1.75314], [5.38478, 2.40471, 4.02460], [-2.71232, 1.54255, 0.23977], [-1.74312, 1.86436, -4.53471], [2.69960, 0.65954, -2.44121], [0.00753, -2.40653, -0.68792], [0.49871, -1.76695, -0.07983], [1.00322, 0.76471, -1.35486], [2.15198, 1.66639, 3.69167], [-2.52672, 2.20652, 1.25838], [2.35036, 0.12317, 2.31706], [-2.20870, 0.26789, -3.43969], [-2.71458, -0.86470, -3.36659], [-1.87665, 0.05911, 0.16298], [-3.31588, 3.41815, 2.69337], [3.14994, 2.60608, 4.01019], [-1.83993, 2.13436, -2.68577], [-1.00661, -5.47741, -0.37080], [-1.38008, -6.18429, 0.24640], [4.24645, -0.54460, -1.66823], [-1.79336, 0.34419, -5.42645], [-1.30458, -3.74217, -1.72498], [4.19006, 0.95347, 2.98084], [4.87301, 0.21399, 2.58950], [-0.14075, -5.68681, -0.84676], [-1.20897, -0.59195, -0.22488], [3.31682, -0.16086, -1.57538], [-1.29615, -1.14866, -1.06307], [-1.33308, 2.64047, 2.85096], [1.54201, 1.14193, -2.12134], [-1.42668, 2.18476, 1.95449], [-1.70603, -4.40280, -0.84268], [-4.30611, 3.01212, 1.30526], [2.86703, 3.45583, 4.61377], [-0.09660, -0.75149, 0.40253], [2.72158, -0.33906, -0.77911], [-0.64222, 1.66384, 1.58928]], "e_tot_ev": -36370.244, "orbital_gap_ev": 8.4, "homo_energy_ev": -8.0327, "lumo_ev": 0.4, "smiles": "c1cc[nH]c1.NC(N)=O.NC(N)=O.NC(N)=O.NC(N)=O.NC(N)=O"}



(4)
{"formula": "C8H16NOSi", "method": "the ωB97M-V functional and the def2-TZVPD basis", "species": ["H", "H", "H", "H", "H", "O", "H", "H", "C", "H", "C", "C", "H", "C", "C", "C", "H", "H", "H", "N", "H", "H", "C", "H", "Si", "H", "C"], "coordinates": [[0.28957, 2.82991, -0.27464], [1.12552, 0.80883, 2.65151], [-2.89148, 0.76324, 0.72776], [0.63926, -1.59240, -1.13971], [1.96951, 0.79723, -1.78312], [-2.00355, -1.79233, -0.80051], [1.79664, -2.60244, -0.29752], [-0.80882, 2.96226, 0.94939], [-1.55799, 1.69348, -0.59042], [-1.04712, -0.97559, 2.10500], [-1.77867, -0.81081, -0.10093], [-0.75191, -0.87385, 1.01539], [2.63442, -0.56924, 0.66729], [-0.37583, 2.23022, 0.28420], [1.10967, -1.63949, -0.20219], [2.52557, 0.27697, -1.08106], [3.01606, -0.43185, -1.73417], [-0.62292, -2.68554, 0.06601], [-2.30453, 2.51852, -0.66481], [0.03183, -2.15026, 0.69863], [-1.21984, 1.36254, -1.57926], [0.36438, -2.55061, 1.61330], [-2.45018, 0.54278, -0.16467], [3.29489, 0.89124, -0.74482], [0.56562, 0.74642, 1.17456], [-3.33092, 0.63952, -0.87092], [1.78081, -0.38876, 0.07570]], "charge": 1, "e_tot_ev": -19962.689, "orbital_gap_ev": 10.6, "homo_energy_ev": -13.9516, "lumo_ev": -3.3, "smiles": "C[C@@H]1C[NH2+][C@@H]2C(=O)CCC[Si@H]12"}



(5)
{"formula": "C3H5FO", "method": "the ωB97M-V functional and the def2-TZVPD basis", "species": ["H", "C", "H", "O", "C", "H", "H", "H", "F", "C"], "coordinates": [[1.36787, -0.15047, 1.03112], [0.03782, -0.08943, -0.62708], [-0.63490, -1.52130, 2.31755], [-0.47658, -0.34108, 2.02842], [-0.14672, 0.69413, -1.63055], [0.30081, 0.96691, 0.99569], [-0.68447, 0.25397, -2.59243], [-0.09815, 1.75481, -1.57789], [-0.07857, -1.57980, -0.84756], [0.41289, 0.01227, 0.90272]], "e_tot_ev": -7952.994, "orbital_gap_ev": 11.1, "homo_energy_ev": -10.5384, "lumo_ev": 0.6}



(6)
{"formula": "C9H12N2", "method": "the ωB97M-V functional and the def2-TZVPD basis", "species": ["H", "H", "H", "H", "N", "C", "C", "H", "H", "H", "C", "C", "C", "C", "H", "C", "H", "H", "C", "H", "H", "N", "C"], "coordinates": [[-3.38492, -1.88611, -0.60155], [1.11414, 1.95775, 0.29181], [-0.73386, -1.35176, 0.76848], [1.25050, -2.31983, 0.18153], [-3.76107, 0.12565, -0.38141], [1.64747, 1.03644, 0.13590], [1.74080, -1.35994, 0.09515], [-2.39868, 2.09287, -0.32681], [-0.70711, 1.99688, -0.89042], [3.66460, -2.22176, -0.24840], [3.09780, -1.30714, -0.15190], [0.98617, -0.18949, 0.22761], [-4.06821, -1.17283, -0.10678], [3.73538, -0.08141, -0.27220], [-5.08710, -1.39274, -0.47190], [3.00650, 1.08571, -0.12093], [4.79563, -0.03673, -0.47327], [-4.05629, -1.38506, 0.97680], [-0.45220, -0.34238, 0.46765], [-1.07030, 2.44133, 0.79565], [3.49650, 2.04538, -0.19985], [-1.43277, 0.44769, 0.35275], [-1.38300, 1.81747, -0.04789]], "e_tot_ev": -12503.083, "orbital_gap_ev": [8.7, 8.6], "homo_energy_ev": [-8.3568, -8.4466], "lumo_ev": [0.4, 0.2]}